--- w ---
Formula: C6H14O
Source: OMol25
Level of theory: ωB97M-V/def2-TZVPD

Computed properties:
Kohn-Sham gap = 9.8227 eV
SMILES string = C=C(CC)CC.O
LUMO level = 0.81 eV
2S+1 = 1

Positions of all 21 atoms, in Å:
1 C 0.76240 0.41619 2.39056
2 C 0.29528 -0.51568 1.23213
3 C -0.43359 0.00634 -0.00235
4 C -1.01735 1.17941 -0.16176
5 C -0.31883 -0.66604 -1.27846
6 C -1.64726 -1.14987 -1.81553
7 H -0.18839 0.78527 2.90909
8 H 1.62093 1.02801 2.23110
9 H 1.26929 -0.19690 3.23064
10 H 1.22611 -1.10637 0.91885
11 H -0.45806 -1.18448 1.72279
12 H -1.17634 1.98799 0.56185
13 H -1.67185 1.59004 -0.93007
14 H 0.57185 -1.20733 -1.62106
15 H 0.02532 0.25700 -1.97313
16 H -1.96173 -0.50914 -2.64596
17 H -2.41942 -1.26908 -1.06447
18 H -1.69629 -2.21657 -2.22715
19 H 2.15516 1.52291 -0.95898
20 H 2.41745 0.51368 0.18697
21 O 2.64530 0.73464 -0.70505



--- x ---
Formula: C6H14O
Source: OMol25
Level of theory: ωB97M-V/def2-TZVPD

Computed properties:
Kohn-Sham gap = 11.1998 eV
SMILES string = CC(C)C[C@@H](C)O
LUMO level = 0.93 eV
2S+1 = 1

Positions of all 21 atoms, in Å:
1 C -2.14629 -0.17814 -1.23565
2 C -1.08538 -0.42876 -0.16239
3 C -1.67770 -0.23817 1.23632
4 C 0.14552 0.47627 -0.36351
5 C 1.47751 -0.20415 -0.05536
6 C 2.62598 0.79678 0.00332
7 O 1.34977 -0.88705 1.18626
8 H -3.03365 -0.79904 -1.06455
9 H -1.76396 -0.40506 -2.23818
10 H -2.46874 0.87129 -1.22947
11 H -0.75354 -1.47294 -0.24630
12 H -2.48211 -0.95781 1.42914
13 H -2.10178 0.77059 1.33546
14 H -0.90711 -0.36545 2.00151
15 H 0.04674 1.37540 0.26217
16 H 0.19741 0.82784 -1.40317
17 H 1.67340 -0.94043 -0.85440
18 H 2.46824 1.47978 0.84527
19 H 2.69045 1.38629 -0.91801
20 H 3.58912 0.29198 0.14784
21 H 2.15610 -1.39923 1.32368



So which one is most stable? That would be x, about 66.9 kcal/mol below the next structure.



--- w ---
Formula: C6H14O
Source: OMol25
Level of theory: ωB97M-V/def2-TZVPD

Computed properties:
Kohn-Sham gap = 11.2069 eV
SMILES string = CC(C)C[C@@H](C)O
LUMO level = 0.97 eV
2S+1 = 1

Positions of all 21 atoms, in Å:
1 C 1.56191 0.95142 -0.84852
2 C 1.03149 0.48694 0.50275
3 C 2.15635 -0.30375 1.21991
4 C -0.19782 -0.40940 0.41858
5 C -1.32881 -0.01554 -0.48839
6 C -2.51088 -0.96656 -0.42844
7 O -1.72440 1.28102 -0.10747
8 H 2.49658 1.50897 -0.72266
9 H 0.85678 1.60052 -1.37104
10 H 1.78416 0.09493 -1.49673
11 H 0.77911 1.36211 1.10543
12 H 3.02346 0.34444 1.38392
13 H 2.50534 -1.16754 0.62983
14 H 1.82542 -0.69495 2.18892
15 H -0.61368 -0.59244 1.41831
16 H 0.25320 -1.32715 0.02758
17 H -0.93590 0.01098 -1.51183
18 H -2.94156 -0.99713 0.57551
19 H -2.20675 -1.97602 -0.70285
20 H -3.31939 -0.67665 -1.10990
21 H -2.46561 1.47968 -0.68779



--- x ---
Formula: C6H14O
Source: OMol25
Level of theory: ωB97M-V/def2-TZVPD

Computed properties:
Kohn-Sham gap = 9.8232 eV
SMILES string = CCC[C@@H](C)CO
LUMO level = 0.93 eV
2S+1 = 1

Positions of all 21 atoms, in Å:
1 C 0.66715 0.22752 1.35033
2 C -1.20277 -1.05470 -0.12579
3 C 0.08369 1.18710 0.31318
4 C -0.79927 0.49916 -0.73788
5 C 1.90038 -0.54125 0.90767
6 C -0.11222 0.29421 -2.08041
7 O -1.78434 -0.89855 1.20746
8 H -2.37498 -0.13465 1.08575
9 H 0.92748 0.79431 2.25183
10 H -0.43243 -1.81674 0.00152
11 H -1.96975 -1.42474 -0.82080
12 H -0.53190 1.91192 0.85677
13 H 0.88560 1.74814 -0.17795
14 H -1.71705 1.08220 -0.89645
15 H -0.41012 -0.38965 1.77134
16 H 2.25818 -1.18995 1.70863
17 H 1.71238 -1.16019 0.03171
18 H 2.71465 0.13347 0.62631
19 H -0.75683 -0.26757 -2.75899
20 H 0.11913 1.24990 -2.55800
21 H 0.82300 -0.24995 -1.95622



So which one is most stable? That would be w, about 44.5 kcal/mol below the next structure.



--- w ---
Formula: C6H14O
Source: OMol25
Level of theory: ωB97M-V/def2-TZVPD

Computed properties:
Kohn-Sham gap = 10.0087 eV
SMILES string = C/C=C/CCC.O
LUMO level = 0.78 eV
2S+1 = 1

Positions of all 21 atoms, in Å:
1 C -1.09608 -0.26629 -1.57282
2 C -1.02464 -1.75021 -1.15483
3 C 0.33470 -2.11029 -0.55409
4 C 0.75887 -1.04134 0.43107
5 C 1.90978 -0.37879 0.41238
6 C 2.49555 0.20136 1.69197
7 H -1.13642 0.46777 -0.75818
8 H -1.84248 0.16953 -2.29531
9 H -0.22830 0.05678 -2.18698
10 H -1.22800 -2.17354 -2.14147
11 H -1.91540 -1.96183 -0.58215
12 H 0.98379 -2.37344 -1.38185
13 H 0.24958 -3.03472 0.01506
14 H 0.18745 -1.01879 1.34586
15 H 2.70379 -0.49780 -0.31813
16 H 3.31819 -0.45043 2.00920
17 H 1.74913 0.33938 2.48583
18 H 2.93515 1.18431 1.51158
19 H -3.15969 4.08065 1.07195
20 H -2.68697 5.57467 1.20866
21 O -3.30801 4.98302 0.76224



--- x ---
Formula: C6H14O
Source: OMol25
Level of theory: ωB97M-V/def2-TZVPD

Computed properties:
Kohn-Sham gap = 6.8786 eV
LUMO level = 0.40 eV
2S+1 = 1

Positions of all 21 atoms, in Å:
1 C -0.19984 -1.09234 -1.62574
2 C 0.54896 0.12432 -1.08008
3 C 2.01153 0.11292 -1.52914
4 C 0.49550 0.19972 0.45060
5 C -0.79833 0.59890 1.06849
6 C -0.99190 0.51301 2.49233
7 O -1.65213 1.17425 0.27626
8 H -0.23465 -1.05444 -2.72092
9 H -1.21430 -1.15485 -1.22255
10 H 0.31273 -2.01720 -1.33326
11 H 0.07797 1.03364 -1.47631
12 H 2.07795 0.06015 -2.62106
13 H 2.53612 -0.76145 -1.12346
14 H 2.54652 1.01237 -1.20030
15 H 1.20633 0.96047 0.81848
16 H 0.78487 -0.75116 0.91042
17 H -1.73489 -1.34972 1.03400
18 H -1.83384 1.07465 2.89786
19 H -0.08080 0.53518 3.08823
20 H -1.39990 -0.62335 2.12696
21 H -2.45789 1.40493 0.76921



--- y ---
Formula: C6H14O
Source: OMol25
Level of theory: ωB97M-V/def2-TZVPD

Computed properties:
Kohn-Sham gap = 9.7268 eV
SMILES string = C=C(C)CCC.O
LUMO level = 0.82 eV
2S+1 = 1

Positions of all 21 atoms, in Å:
1 C 0.93509 0.97288 -2.91280
2 C 1.09115 1.06485 -1.39290
3 C 1.23684 -0.31308 -0.72049
4 C 0.30126 -0.45446 0.48007
5 C 0.64463 0.09820 1.63825
6 C -0.81887 -1.48067 0.36216
7 H 1.81871 0.50043 -3.35979
8 H 0.91074 1.96427 -3.35842
9 H 0.11517 0.30126 -3.15002
10 H 1.91326 1.75524 -1.20458
11 H 0.20166 1.56936 -1.00815
12 H 0.94838 -1.08165 -1.43362
13 H 2.24111 -0.40490 -0.32857
14 H 0.11526 -0.06938 2.56799
15 H 1.57613 0.65584 1.70681
16 H -0.86586 -1.69414 -0.70057
17 H -0.72501 -2.30142 1.06946
18 H -1.78274 -1.04806 0.66702
19 H -2.41288 -0.76459 2.55435
20 H -2.97327 0.67612 2.94203
21 O -2.67147 0.10512 2.23233



So which one is most stable? That would be y, about 5.1 kcal/mol below the next structure.



--- w ---
Formula: C6H14O
Source: OMol25
Level of theory: ωB97M-V/def2-TZVPD

Computed properties:
Kohn-Sham gap = 10.5218 eV
SMILES string = COCC(C)(C)C
LUMO level = 0.91 eV
2S+1 = 1

Positions of all 21 atoms, in Å:
1 C -1.51201 1.43775 -1.61601
2 O -0.18512 1.44617 -1.13108
3 C 0.58139 0.26015 -0.98154
4 C 0.42707 -0.37460 0.41305
5 C 1.28450 -1.63937 0.50456
6 C 0.88356 0.65329 1.45622
7 C -1.04408 -0.73281 0.63733
8 H -2.25038 0.90717 -0.99936
9 H -1.59552 1.03286 -2.63342
10 H -1.81529 2.48718 -1.60708
11 H 1.62731 0.58269 -1.09362
12 H 0.38281 -0.47714 -1.77796
13 H 0.95105 -2.39608 -0.21670
14 H 1.20574 -2.08011 1.50594
15 H 2.34414 -1.42983 0.31386
16 H 0.40464 1.62032 1.27286
17 H 1.97026 0.80029 1.41281
18 H 0.62877 0.32700 2.47128
19 H -1.67093 0.06841 0.27038
20 H -1.28948 -0.84522 1.69527
21 H -1.32844 -1.64812 0.10320



--- x ---
Formula: C6H14O
Source: OMol25
Level of theory: ωB97M-V/def2-TZVPD

Computed properties:
Kohn-Sham gap (alpha / beta) = 7.0706 / 7.0394 eV
LUMO level (alpha / beta) = -0.32 / -0.34 eV
2S+1 = 1

Positions of all 21 atoms, in Å:
1 C -2.42903 -0.03379 -1.21337
2 C -1.10155 -0.40423 -0.55456
3 C -1.03279 -0.40083 0.96425
4 C 0.06837 0.51233 -0.87484
5 C 1.23605 -0.08210 -0.14953
6 C 2.38013 0.78999 0.23966
7 O 1.34722 -1.20098 1.74303
8 H -3.22175 -0.70062 -0.85588
9 H -2.37882 -0.13440 -2.30554
10 H -2.72687 0.99532 -0.97794
11 H -0.82744 -1.40886 -0.91330
12 H -1.73796 -1.09125 1.44772
13 H -1.21036 0.61203 1.35697
14 H 0.30182 -0.88550 1.53113
15 H -0.13889 1.53276 -0.52387
16 H 0.34367 0.58210 -1.94275
17 H 1.46776 -1.09856 -0.44790
18 H 2.09254 1.46547 1.05228
19 H 2.63959 1.42775 -0.61837
20 H 3.24815 0.20653 0.54998
21 H 1.68014 -0.68318 2.49282



--- y ---
Formula: C6H14O
Source: OMol25
Level of theory: ωB97M-V/def2-TZVPD

Computed properties:
Kohn-Sham gap = 11.0692 eV
SMILES string = CC(C)CCCO
LUMO level = 0.99 eV
2S+1 = 1

Positions of all 21 atoms, in Å:
1 C -0.32752 -1.57413 -2.23939
2 O -0.34327 -0.51851 -3.19342
3 C -0.59307 -1.10409 -0.82290
4 C 0.19593 0.16632 -0.38662
5 C -0.04248 0.45758 1.11704
6 C 1.14809 0.04054 1.96458
7 C -0.41334 1.91375 1.33756
8 H 0.53961 -2.20221 -2.42903
9 H -1.21204 -2.17585 -2.50955
10 H -0.19341 0.35448 -2.78991
11 H -0.34079 -1.87724 -0.10169
12 H -1.63478 -0.81297 -0.77682
13 H 1.23768 -0.10039 -0.53351
14 H -0.01871 1.03287 -1.00593
15 H -0.89764 -0.14727 1.42590
16 H 0.82790 -0.20757 2.98129
17 H 1.90844 0.79699 2.14074
18 H 1.65086 -0.86842 1.62019
19 H -0.53147 2.10125 2.41431
20 H -1.33812 2.15929 0.83160
21 H 0.37814 2.56557 0.95557



So which one is most stable? That would be y, about 3.6 kcal/mol below the next structure.



--- w ---
Formula: C6H14O
Source: OMol25
Level of theory: ωB97M-V/def2-TZVPD

Computed properties:
Kohn-Sham gap = 11.0030 eV
SMILES string = C=CCCC.CO
LUMO level = 1.07 eV
2S+1 = 1

Positions of all 21 atoms, in Å:
1 C -2.74091 0.67606 0.17356
2 C -1.60077 -0.33497 0.25313
3 C -0.84508 -0.45646 -1.07246
4 C 0.27322 -1.45941 -1.02585
5 C 1.48618 -1.28005 -1.54397
6 O 2.46022 0.11566 1.04446
7 C 2.32724 1.42241 0.53584
8 H -3.31318 0.70896 1.10590
9 H -3.43292 0.42038 -0.63802
10 H -2.35768 1.68442 -0.02172
11 H -0.89922 -0.05280 1.04960
12 H -1.99816 -1.32206 0.52718
13 H -1.55820 -0.76261 -1.85137
14 H -0.45528 0.52363 -1.38056
15 H 0.04101 -2.40828 -0.53693
16 H 1.82796 -0.44965 0.58279
17 H 2.24950 -2.05210 -1.50562
18 H 1.75685 -0.35349 -2.04838
19 H 3.28011 1.94438 0.66422
20 H 1.55518 1.99699 1.06557
21 H 2.09090 1.43643 -0.53822



--- x ---
Formula: C6H14O
Source: OMol25
Level of theory: ωB97M-V/def2-TZVPD

Computed properties:
Kohn-Sham gap = 11.7934 eV
SMILES string = C[C@H]1C[C@@H](C)C1.O
LUMO level = 0.98 eV
2S+1 = 1

Positions of all 21 atoms, in Å:
1 C 1.98912 -1.97273 0.05920
2 C 1.22129 -0.67490 0.05607
3 C -0.04672 -0.40829 0.87426
4 C 0.42242 -0.26798 -1.17486
5 C -0.36177 0.70573 -0.30769
6 C -1.67598 1.22267 -0.94019
7 O -1.30512 1.96052 1.95010
8 H 2.45143 -2.17472 1.03097
9 H 2.79275 -1.88994 -0.68227
10 H 1.35578 -2.82176 -0.21710
11 H 1.90477 0.14870 0.30555
12 H 0.15559 -0.23574 1.94991
13 H -0.74616 -1.25630 0.83213
14 H -0.90073 1.09977 1.79374
15 H -0.26343 -1.08607 -1.44115
16 H 0.92701 0.10272 -2.06741
17 H 0.26162 1.58625 -0.10333
18 H -2.56178 0.62388 -0.70900
19 H -1.56517 1.19502 -2.03660
20 H -1.89139 2.27048 -0.69322
21 H -2.16352 1.87267 1.52086



So which one is most stable? That would be w, about 6.0 kcal/mol below the next structure.